{"formula": "C34H29CsN3O7PS3Se", "method": "ωB97M-V with the def2-TZVPD basis set", "lumo_energy_ev": 3.5, "spin_multiplicity": 1, "homo_energy_ev": -3.1, "e_tot_ev": -162224.9511, "charge": -2, "gap_ev": 6.60, "elements": ["C", "C", "C", "H", "O", "H", "H", "H", "C", "H", "C", "C", "H", "H", "C", "C", "N", "N", "C", "H", "C", "H", "Cs", "H", "C", "Se", "C", "H", "C", "O", "H", "O", "H", "O", "C", "H", "C", "H", "C", "C", "C", "S", "C", "P", "C", "C", "C", "C", "C", "H", "H", "N", "H", "H", "C", "H", "H", "C", "H", "S", "H", "H", "S", "C", "C", "H", "C", "C", "H", "H", "H", "C", "H", "C", "C", "O", "O", "C", "O"], "xyz": [[6.934, -1.354, 4.066], [6.335, -1.252, 2.858], [-3.051, 2.702, 1.517], [-3.347, -0.018, -2.406], [8.056, -1.422, 6.551], [-4.997, -3.948, -1.992], [-3.228, -3.107, 2.457], [-3.041, -7.098, 4.019], [-4.272, -3.196, -1.702], [-4.470, 1.984, -1.476], [-1.006, -5.561, 1.786], [-3.267, -5.078, 3.321], [-1.506, 3.169, -8.250], [-4.146, -4.888, 3.926], [-3.301, -3.501, -0.760], [1.022, 2.028, -4.397], [-0.826, 3.875, 1.671], [-0.396, 3.965, -0.484], [-3.359, -0.988, -1.929], [-0.783, 1.675, -8.847], [1.197, 3.007, -6.577], [-0.650, 0.769, -4.040], [1.776, -0.057, -0.125], [-1.558, 4.433, 3.539], [-1.592, 3.287, -0.343], [1.472, 5.427, 1.062], [4.305, -0.347, 3.927], [4.427, -0.191, 6.051], [-1.631, -4.324, 1.720], [6.255, -0.735, 7.518], [-1.693, -0.524, -0.654], [2.327, 0.609, 2.966], [7.941, -1.728, 4.180], [0.587, 1.209, -1.951], [-0.146, 1.387, -4.774], [6.849, -1.547, 1.951], [-4.298, -1.942, -2.294], [2.600, 3.336, -4.964], [6.241, -0.969, 5.246], [-2.371, -2.539, -0.373], [-1.872, 3.238, 1.028], [-0.539, -1.466, 1.933], [-0.568, 2.616, -8.338], [-0.933, -2.956, 0.699], [-2.643, -6.319, 3.378], [4.979, -0.744, 2.687], [4.938, -0.487, 5.142], [-2.509, 2.815, -1.268], [-3.711, 2.318, -0.781], [0.203, 4.564, 3.311], [-5.049, -1.706, -3.040], [6.879, -1.044, 6.498], [-0.546, 2.965, 3.524], [1.718, 3.645, -7.282], [-2.759, -4.084, 2.502], [-2.292, 2.846, -2.328], [-1.559, 1.061, -6.353], [0.063, 4.333, 0.738], [-3.253, -4.490, -0.322], [1.595, 1.960, -2.695], [0.110, 3.196, -8.964], [-0.133, -5.733, 1.169], [0.426, -3.693, -0.530], [1.698, 2.836, -5.296], [-0.643, 1.560, -6.057], [-4.911, 1.829, 0.928], [0.017, 2.379, -6.969], [-0.677, 3.962, 3.099], [2.534, 0.339, 4.943], [0.266, 3.911, -1.283], [-1.018, -7.520, 2.665], [2.968, 0.231, 3.921], [-3.249, 2.654, 2.579], [-3.973, 2.247, 0.585], [-1.511, -6.557, 2.613], [4.454, -0.680, 1.571], [1.628, 3.379, -2.333], [-2.411, -1.277, -0.959], [2.893, 1.326, -2.704]], "atomic_forces_ev_per_a": [[-0.016, 0.038, 0.253], [0.049, -0.001, -0.043], [0.051, 0.030, 0.008], [-0.058, 0.049, 0.014], [-0.117, 0.024, -0.069], [-0.004, 0.006, 0.018], [-0.004, 0.002, 0.063], [0.014, 0.008, 0.014], [-0.047, -0.071, -0.028], [0.053, -0.088, -0.017], [-0.091, -0.001, -0.091], [-0.065, 0.036, 0.024], [-0.010, 0.000, -0.086], [-0.003, 0.012, -0.018], [0.037, 0.084, 0.069], [-0.095, -0.058, 0.313], [0.110, -0.171, -0.323], [0.369, -0.237, 0.065], [0.062, 0.019, 0.013], [-0.012, 0.003, -0.008], [0.000, -0.062, 0.056], [-0.051, -0.013, -0.073], [1.274, -1.339, 1.889], [0.011, 0.004, -0.003], [-0.283, -0.058, 0.021], [0.441, 0.100, 0.082], [0.154, -0.107, -0.314], [-0.027, -0.009, -0.010], [0.140, 0.101, 0.052], [0.024, 0.002, -0.128], [0.000, 0.007, -0.022], [-0.121, 0.035, -0.022], [0.022, -0.008, -0.084], [-0.992, 0.939, -1.345], [0.040, -0.073, 0.114], [-0.006, -0.004, 0.005], [-0.037, 0.034, -0.046], [-0.001, 0.044, -0.089], [-0.182, 0.057, -0.448], [0.211, 0.023, -0.024], [-0.075, 0.032, -0.171], [-0.145, 0.087, 0.084], [0.000, -0.032, 0.099], [-0.467, -0.318, 0.043], [0.012, -0.043, -0.014], [-0.052, -0.023, 0.042], [0.045, 0.027, 0.240], [0.115, 0.017, -0.024], [-0.027, -0.022, -0.064], [0.003, 0.006, -0.026], [0.017, -0.020, -0.015], [0.141, -0.070, 0.440], [0.000, 0.003, -0.025], [0.008, 0.012, 0.004], [0.008, -0.041, -0.044], [-0.017, 0.020, 0.002], [-0.009, 0.000, 0.008], [-0.257, 0.261, 0.168], [-0.036, -0.016, -0.038], [-0.184, 0.786, -0.810], [0.004, 0.005, -0.004], [0.020, 0.017, 0.015], [0.276, 0.082, -0.071], [0.060, -0.037, 0.024], [0.056, 0.017, -0.029], [0.007, -0.008, -0.020], [-0.029, 0.021, -0.070], [-0.031, 0.029, 0.146], [0.045, 0.018, -0.011], [-0.257, 0.055, 0.160], [0.007, 0.007, -0.018], [-0.054, 0.087, 0.159], [0.008, -0.027, -0.003], [-0.022, -0.004, 0.069], [-0.021, -0.052, 0.066], [-0.001, 0.012, -0.161], [-0.078, -0.097, 0.105], [-0.083, -0.045, 0.019], [0.170, -0.104, -0.056]], "lowdin_charge": [-0.03, -0.01, -0.01, 0.08, -0.01, 0.09, 0.10, 0.09, -0.10, 0.09, -0.11, -0.10, 0.08, 0.09, -0.09, -0.25, -0.08, 0.12, -0.09, 0.07, -0.05, 0.11, 1.06, 0.09, -0.18, 0.57, -0.12, 0.12, -0.40, 0.00, 0.08, -0.05, 0.10, -0.67, -0.05, 0.10, -0.11, 0.12, -0.20, -0.38, -0.16, 0.10, -0.07, -0.08, -0.12, -0.39, 0.03, -0.01, -0.12, 0.03, 0.09, -0.39, 0.10, 0.10, -0.11, 0.11, 0.11, -0.79, 0.10, 0.37, 0.07, 0.05, 0.13, -0.05, -0.05, 0.10, -0.29, -0.04, 0.12, 0.10, 0.09, -0.24, 0.11, -0.10, -0.10, -0.06, -0.35, -0.10, -0.37]}

=====

{"formula": "C4H7OP", "method": "ωB97M-V with the def2-TZVPD basis set", "lumo_energy_ev": [0.3, -1.0], "spin_multiplicity": 1, "homo_energy_ev": [-8.7, -7.3], "e_tot_ev": -15592.5393, "gap_ev": [9.01, 6.30], "elements": ["H", "C", "H", "H", "C", "C", "P", "H", "H", "O", "H", "H", "C"], "xyz": [[2.637, -2.095, -1.003], [2.650, -1.007, -1.026], [3.405, -0.635, -0.338], [-1.601, 0.506, -0.704], [-1.742, 1.248, 1.249], [-2.348, 0.947, -0.040], [0.980, -0.360, -0.457], [-3.125, 0.198, 0.125], [-2.791, 1.833, -0.504], [-1.753, 2.083, 2.076], [2.871, -0.660, -2.033], [-0.004, -0.963, 1.669], [0.819, -1.095, 0.985]], "atomic_forces_ev_per_a": [[0.062, 0.032, -0.030], [-0.362, 0.142, 0.027], [0.065, -0.027, -0.047], [-0.113, 0.078, 0.115], [1.077, -0.860, 1.216], [-0.593, 0.366, -0.820], [0.921, -0.509, 0.001], [0.033, 0.010, 0.044], [-0.085, 0.043, -0.088], [-0.421, 0.351, -0.463], [-0.006, 0.015, -0.029], [-0.005, -0.293, 0.520], [-0.574, 0.653, -0.446]], "lowdin_charge": [0.02, -0.38, 0.02, 0.00, -0.26, -0.10, 0.77, 0.09, 0.08, 0.09, 0.01, -0.08, -0.28]}

=====

{"formula": "C4H6O3Yb", "method": "ωB97M-V with the def2-TZVPD basis set", "lumo_energy_ev": -9.0, "spin_multiplicity": 1, "homo_energy_ev": -18.1, "e_tot_ev": -41896.8765, "charge": 2, "gap_ev": 9.10, "elements": ["H", "Yb", "O", "O", "C", "H", "O", "C", "C", "H", "H", "H", "H", "C"], "xyz": [[0.147, 0.064, 1.469], [-1.820, -3.222, 1.125], [0.160, -0.499, -1.139], [-1.599, -1.866, -0.854], [0.893, 1.333, 2.141], [0.567, 0.503, -2.853], [-0.550, -1.123, 0.893], [-0.187, -0.210, -2.512], [1.756, 2.164, 2.345], [2.416, 3.000, 2.532], [-1.186, 0.233, -2.557], [-0.136, -1.140, -3.087], [0.196, 1.955, 2.895], [-0.656, -1.191, -0.401]], "atomic_forces_ev_per_a": [[0.598, 0.565, 0.311], [0.221, 1.152, -0.897], [-0.005, 0.094, 1.396], [-0.166, -1.385, 0.256], [-3.237, -2.808, -0.745], [-0.184, -0.230, 0.114], [1.443, 0.951, 1.643], [-0.081, -0.220, -0.704], [0.953, 1.438, 0.315], [0.038, -0.247, 0.000], [0.212, -0.151, 0.026], [-0.074, 0.297, 0.027], [0.866, -0.560, -0.773], [-0.584, 1.105, -0.971]], "lowdin_charge": [0.24, 1.81, 0.03, -0.05, 0.00, 0.11, -0.14, 0.03, 0.21, 0.11, 0.12, 0.11, 0.18, -0.76]}

=====

{"formula": "C39H52N8O14", "method": "ωB97M-V with the def2-TZVPD basis set", "lumo_energy_ev": -4.6, "spin_multiplicity": 1, "homo_energy_ev": -8.6, "e_tot_ev": -81833.3622, "gap_ev": 4.05, "elements": ["O", "C", "H", "C", "H", "C", "N", "O", "H", "H", "H", "H", "C", "C", "N", "H", "O", "C", "H", "H", "H", "C", "H", "C", "O", "H", "C", "C", "H", "C", "N", "C", "C", "H", "O", "H", "H", "H", "C", "C", "H", "H", "H", "H", "C", "H", "H", "O", "C", "C", "O", "C", "N", "O", "C", "H", "C", "H", "C", "O", "H", "H", "H", "H", "H", "H", "H", "C", "C", "C", "H", "H", "C", "O", "C", "O", "C", "C", "C", "H", "H", "C", "H", "H", "N", "H", "O", "C", "C", "H", "H", "H", "H", "O", "H", "H", "H", "C", "N", "H", "N", "C", "C", "C", "H", "H", "H", "O", "C", "H", "H", "C", "N"], "xyz": [[45.591, 41.047, 51.598], [39.322, 42.124, 53.936], [43.111, 41.834, 50.775], [40.323, 44.558, 52.372], [45.273, 36.779, 51.004], [44.296, 38.000, 57.455], [41.967, 41.516, 48.030], [42.763, 37.934, 52.704], [41.455, 41.775, 54.355], [44.947, 40.485, 47.604], [41.645, 44.507, 46.183], [40.616, 45.411, 51.622], [41.542, 43.399, 46.452], [42.667, 40.677, 50.392], [49.155, 46.948, 49.566], [48.851, 37.199, 55.358], [46.613, 40.508, 57.765], [41.834, 43.756, 48.888], [47.635, 42.689, 51.496], [42.034, 43.245, 49.779], [42.728, 39.626, 54.702], [46.639, 38.485, 54.630], [49.929, 42.431, 52.378], [44.769, 42.471, 48.466], [37.686, 40.755, 54.556], [37.305, 43.113, 53.267], [49.370, 45.682, 50.180], [48.332, 39.498, 53.190], [49.712, 37.196, 53.673], [44.449, 40.976, 48.545], [47.894, 38.456, 54.018], [43.107, 38.852, 55.343], [49.710, 43.284, 51.827], [46.241, 41.708, 55.503], [47.835, 38.356, 47.730], [44.735, 42.714, 49.586], [45.725, 38.777, 54.017], [43.242, 38.396, 48.781], [47.405, 43.573, 54.860], [43.272, 37.310, 54.835], [41.775, 42.901, 45.590], [44.892, 38.553, 50.640], [41.814, 38.683, 48.579], [44.250, 42.726, 46.541], [50.785, 44.160, 51.829], [43.878, 40.419, 56.894], [45.898, 42.309, 48.244], [44.823, 42.996, 52.023], [44.228, 36.639, 57.154], [43.829, 43.097, 47.457], [40.736, 41.182, 48.092], [48.376, 43.455, 51.203], [47.734, 40.907, 57.724], [48.712, 40.510, 58.496], [47.177, 42.320, 55.608], [47.633, 38.940, 49.684], [43.866, 39.236, 56.608], [45.574, 35.763, 48.824], [38.929, 44.413, 52.569], [49.380, 39.436, 52.628], [42.211, 43.747, 52.843], [44.500, 35.742, 57.971], [43.053, 39.891, 50.964], [42.117, 44.822, 48.899], [44.947, 37.035, 47.771], [47.096, 44.762, 50.163], [45.257, 40.412, 49.184], [47.376, 38.386, 48.913], [41.323, 43.626, 52.972], [48.031, 42.050, 56.886], [46.177, 37.530, 55.189], [42.791, 39.209, 47.280], [48.763, 37.277, 54.202], [42.716, 35.788, 53.111], [45.779, 36.656, 48.405], [48.272, 46.906, 48.699], [48.483, 44.445, 55.247], [40.908, 42.530, 53.881], [49.013, 42.989, 57.315], [50.164, 44.741, 56.721], [41.722, 40.548, 50.647], [50.672, 45.423, 51.112], [47.649, 40.198, 52.944], [46.386, 38.308, 51.207], [46.290, 37.700, 49.358], [47.029, 43.701, 53.969], [49.773, 47.970, 49.903], [42.762, 39.171, 48.323], [38.449, 43.170, 53.339], [46.364, 36.065, 47.748], [48.416, 36.248, 53.946], [48.650, 45.352, 54.794], [44.110, 44.302, 47.488], [39.777, 40.378, 55.363], [46.526, 39.170, 55.413], [44.924, 38.364, 58.317], [51.492, 43.924, 52.483], [49.316, 44.194, 56.447], [38.870, 40.998, 54.673], [43.811, 35.138, 55.408], [42.662, 37.010, 53.523], [43.727, 36.122, 55.837], [42.291, 42.922, 47.777], [48.149, 44.759, 50.510], [40.546, 43.419, 46.485], [51.327, 46.173, 51.022], [49.750, 43.015, 58.117], [44.304, 41.351, 53.317], [45.708, 37.809, 50.607], [40.696, 43.777, 49.113], [38.179, 45.009, 52.034], [42.916, 40.631, 48.787], [44.963, 41.817, 52.368]], "atomic_forces_ev_per_a": [[0.710, -0.119, 0.552], [3.441, 6.853, -2.433], [-1.361, -3.753, -0.785], [-0.172, -0.375, -0.318], [1.275, 2.202, -0.583], [0.752, 3.946, -0.788], [-5.081, -1.706, 3.558], [-1.715, -0.432, 0.874], [1.524, -0.447, 0.453], [-2.016, 0.700, 0.609], [0.981, -1.328, 0.919], [-0.079, -1.764, 1.759], [2.581, 2.586, 1.393], [3.840, 5.829, -1.702], [-0.842, 0.981, -0.775], [0.631, 0.006, -1.829], [-0.878, -0.926, -0.081], [-3.350, 1.081, 2.280], [0.015, 0.827, -0.771], [1.383, -0.089, 1.785], [-0.194, -0.150, -0.390], [-4.677, -1.810, 0.915], [-0.260, -1.796, 0.887], [1.549, -2.560, 2.963], [0.674, -0.812, 0.779], [1.906, -0.489, 0.628], [0.460, -4.547, 6.250], [0.376, -4.540, 1.498], [0.085, 1.414, 0.303], [1.899, -1.675, -1.687], [1.856, -0.398, -2.031], [3.964, -3.769, 2.472], [-2.541, 1.132, -1.954], [1.321, 0.441, -0.398], [-1.139, 0.083, 3.593], [-0.115, 0.900, -1.610], [1.390, -0.345, -0.220], [3.134, -1.117, 1.147], [4.023, -3.153, 6.630], [-0.969, 0.849, 5.516], [1.146, -1.627, -2.026], [-0.305, -0.503, -0.265], [-0.935, 1.036, -0.213], [-0.934, -0.174, -1.006], [-4.445, 3.983, -4.148], [0.267, -3.512, -0.374], [-1.790, 1.620, -0.190], [0.219, 1.147, 0.250], [-0.888, -3.081, -1.296], [1.822, 3.521, 1.942], [5.418, 1.356, -1.136], [3.580, 3.197, 0.712], [3.899, 0.085, 2.805], [-3.316, 0.917, -2.632], [1.460, 1.897, 2.645], [2.603, 3.513, 3.430], [-2.451, -3.180, -2.066], [-2.228, -2.395, 3.130], [1.545, -3.882, 1.561], [2.219, 0.427, -0.937], [10.486, 1.525, -1.526], [-0.431, 2.936, -2.275], [1.993, -1.213, 0.130], [0.496, -0.820, -0.270], [0.355, -0.301, 0.640], [0.971, 1.156, -0.226], [-2.455, 1.179, 0.167], [-1.505, -2.673, -5.671], [-13.228, -2.729, 3.467], [-0.599, 2.993, -2.940], [1.875, 1.406, -1.614], [0.562, -0.650, -1.721], [-0.280, -1.099, 2.706], [-1.410, 2.935, 1.751], [-0.942, 2.965, -0.923], [0.830, 0.657, 0.590], [0.606, -3.140, 4.197], [-5.369, 1.699, -3.447], [0.537, 2.235, -3.542], [0.824, 1.131, 0.220], [-4.964, 0.273, 0.550], [-6.440, -3.839, -2.222], [-2.800, 2.769, -0.168], [1.594, 0.360, 2.011], [1.032, -3.155, -5.241], [-2.774, 0.816, -4.388], [-0.577, -1.699, -0.442], [-3.702, 1.479, -0.005], [0.366, 0.025, -0.780], [2.387, 1.308, -1.376], [-1.208, 0.954, -0.190], [0.339, 1.740, -1.572], [-1.275, -2.979, -0.365], [-3.322, 1.463, -1.997], [0.484, 1.413, 1.447], [-1.049, -0.902, -0.557], [3.528, -0.532, 2.240], [-4.738, -3.942, -1.394], [2.016, -0.932, 1.212], [-0.150, -0.178, 0.307], [4.811, -2.272, -2.428], [-0.531, 6.872, -0.882], [1.125, 1.603, -5.385], [2.797, -2.153, -0.129], [-4.229, -0.773, 0.966], [2.766, 2.471, 0.019], [-0.813, -1.162, 0.291], [0.586, 0.119, 0.402], [-3.160, -1.319, 1.395], [1.316, -0.117, -1.475], [0.427, -0.188, 0.550], [3.071, -2.595, 1.483], [-1.495, -1.194, -1.186]], "lowdin_charge": [-0.08, -0.09, 0.16, -0.08, 0.15, -0.11, 0.07, 0.02, 0.05, 0.15, 0.14, 0.13, 0.01, 0.06, -0.39, 0.11, 0.07, -0.03, 0.08, 0.04, 0.05, -0.11, 0.07, -0.21, 0.09, 0.12, -0.05, -0.32, 0.07, -0.17, -0.17, 0.04, -0.07, 0.10, -0.02, 0.11, 0.09, 0.05, -0.03, -0.05, 0.06, 0.06, 0.10, 0.11, -0.07, 0.15, 0.16, -0.06, -0.13, -0.11, 0.22, -0.02, -0.34, 0.02, 0.08, 0.08, -0.03, 0.04, -0.08, 0.03, -0.04, 0.16, 0.05, 0.13, 0.09, 0.09, 0.14, -0.27, -0.01, -0.12, 0.12, 0.08, -0.06, 0.00, -0.03, 0.04, -0.04, 0.12, 0.02, 0.06, 0.03, 0.10, 0.08, 0.05, -0.16, 0.02, 0.06, -0.02, 0.03, 0.08, 0.08, 0.06, 0.19, 0.02, 0.02, 0.10, 0.05, -0.01, -0.35, 0.08, -0.32, 0.05, -0.43, 0.05, 0.03, 0.04, 0.10, -0.05, -0.08, 0.14, 0.09, -0.33, -0.61]}